1.
C29H22F11N4OOsSSi | the ωB97M-V functional and the def2-TZVPD basis

Computed properties:
ΔE to the lowest compared entry with this formula, charge and spin: 20.4 kcal/mol
E: -89506.684 eV
Gap between HOMO and LUMO: 6.83 eV

ORCA input file:
```
! RIJCOSX wB97M-V def2-TZVPD def2/J DEFGRID3
* xyz 1 1
Os -0.63 0.77 0.24
F 1.91 5.59 -0.27
C 0.81 4.86 -0.47
C 0.81 3.55 -0.03
C -0.33 2.77 -0.21
C -1.42 3.34 -0.89
C -1.37 4.67 -1.30
F -2.40 5.22 -1.95
C -0.26 5.47 -1.09
C -2.50 2.43 -1.22
C -3.75 2.76 -1.73
C -4.65 1.76 -2.04
C -4.32 0.42 -1.83
C -3.09 0.14 -1.30
N -2.20 1.11 -0.98
H 1.69 3.18 0.47
H -0.23 6.49 -1.42
H -4.01 3.79 -1.88
H -5.62 2.02 -2.44
H -5.00 -0.38 -2.07
H -2.78 -0.87 -1.09
C 2.10 -2.58 -3.73
Si 3.21 -1.51 -2.67
C 5.00 -2.02 -2.84
C 3.06 0.28 -3.18
C 2.71 -1.90 -0.87
C 3.13 -3.13 -0.35
C 2.82 -3.51 0.94
C 2.08 -2.64 1.73
N 1.65 -1.47 1.28
C 1.95 -1.14 0.02
S 1.40 0.50 -0.42
H 2.40 -2.53 -4.78
H 1.06 -2.26 -3.67
H 2.15 -3.63 -3.42
H 5.33 -1.81 -3.86
H 5.17 -3.08 -2.66
H 5.64 -1.46 -2.16
H 3.52 0.36 -4.17
H 3.59 0.96 -2.52
H 2.03 0.63 -3.27
H 3.71 -3.80 -0.97
H 3.15 -4.46 1.34
H 1.84 -2.88 2.76
F -3.02 0.65 3.97
C -2.35 1.76 3.65
F -2.95 2.31 2.60
F -2.42 2.60 4.67
C -0.88 1.40 3.28
O -0.97 0.71 2.08
C -0.01 2.69 3.27
F -0.64 3.68 2.65
F 1.14 2.45 2.64
F 0.26 3.08 4.50
C -0.28 0.40 4.33
F -0.56 0.79 5.57
F 1.04 0.31 4.19
F -0.78 -0.82 4.16
N -2.96 -4.35 3.70
C -2.46 -3.93 2.76
C -1.83 -3.40 1.58
C -1.40 -4.23 0.56
C -0.80 -3.64 -0.55
C -0.66 -2.27 -0.58
N -1.06 -1.47 0.41
C -1.65 -2.02 1.47
H -1.53 -5.30 0.63
H -0.45 -4.24 -1.38
H -0.19 -1.79 -1.43
H -1.97 -1.35 2.26
*
```


2.
C29H22F3IN4O2RhS | the ωB97M-V functional and the def2-TZVPD basis

Computed properties:
ΔE to the lowest compared entry with this formula, charge and spin: 0.0 kcal/mol
E: -70575.614 eV
Gap between HOMO and LUMO: 7.21 eV

ORCA input file:
```
! RIJCOSX wB97M-V def2-TZVPD def2/J DEFGRID3
* xyz 1 1
Rh 0.40 -1.89 0.04
C 4.15 0.61 -0.95
C 3.75 0.57 0.49
N 4.39 1.30 1.36
C 4.03 1.27 2.66
C 3.01 0.50 3.15
C 2.66 0.56 4.61
O 1.30 0.96 4.82
C 2.28 -0.30 2.22
C 1.15 -1.03 2.72
N 0.21 -1.61 2.04
C -0.97 -1.97 2.76
C -1.31 -1.35 3.97
C -2.44 -1.72 4.67
C -3.29 -2.70 4.18
C -3.02 -3.28 2.95
C -1.88 -2.90 2.26
I -1.62 -3.70 0.35
C 2.65 -0.27 0.88
O 2.12 -1.00 -0.07
H 4.99 1.29 -1.07
H 3.32 0.96 -1.57
H 4.43 -0.38 -1.31
H 4.60 1.91 3.32
H 3.35 1.23 5.12
H 2.75 -0.42 5.09
H 1.23 1.90 4.61
H 1.05 -1.04 3.80
H -0.70 -0.54 4.35
H -2.67 -1.22 5.60
H -4.18 -2.99 4.72
H -3.69 -4.02 2.53
N 0.03 -2.79 -6.94
C 1.13 -2.51 -6.23
S 2.60 -2.25 -6.91
C 0.92 -2.39 -4.75
C 1.98 -2.64 -3.88
C 1.78 -2.50 -2.52
N 0.60 -2.15 -2.00
C -0.42 -1.89 -2.83
C -0.30 -2.01 -4.20
H 0.12 -2.89 -7.94
H -0.83 -3.10 -6.52
H 2.94 -2.92 -4.27
H 2.59 -2.67 -1.82
H -1.34 -1.55 -2.37
H -1.15 -1.74 -4.81
F -3.92 6.43 0.10
C -3.86 5.76 -1.06
F -5.13 5.55 -1.45
F -3.29 6.56 -1.97
C -3.13 4.45 -0.90
C -3.55 3.57 0.09
C -2.91 2.36 0.26
C -1.82 2.03 -0.56
C -1.41 2.92 -1.55
C -2.06 4.13 -1.71
C -1.14 0.78 -0.38
C -0.58 -0.28 -0.23
H -4.39 3.83 0.72
H -3.23 1.67 1.02
H -0.57 2.66 -2.18
H -1.73 4.83 -2.48
*
```


3.
C29H22F3IN4O2RhS | the ωB97M-V functional and the def2-TZVPD basis

Computed properties:
ΔE to the lowest compared entry with this formula, charge and spin: 5.7 kcal/mol
E: -70575.365 eV
Gap between HOMO and LUMO: 6.02 eV

ORCA input file:
```
! RIJCOSX wB97M-V def2-TZVPD def2/J DEFGRID3
* xyz 1 1
Rh -0.59 -0.45 0.66
C 1.99 2.16 -2.27
C 0.60 2.65 -2.00
N 0.19 3.74 -2.59
C -1.07 4.18 -2.35
C -1.94 3.58 -1.50
C -3.32 4.16 -1.31
O -3.57 4.60 0.03
C -1.51 2.40 -0.81
C -2.38 1.85 0.18
N -2.20 0.82 0.95
C -3.21 0.57 1.96
C -4.19 1.50 2.31
C -5.15 1.22 3.26
C -5.15 0.00 3.92
C -4.17 -0.93 3.62
C -3.22 -0.63 2.66
I -1.76 -2.07 2.28
C -0.23 1.90 -1.10
O 0.27 0.81 -0.63
H 2.45 2.78 -3.04
H 1.98 1.12 -2.60
H 2.60 2.21 -1.36
H -1.37 5.08 -2.89
H -4.09 3.42 -1.52
H -3.46 4.98 -2.02
H -3.01 5.36 0.21
H -3.29 2.42 0.30
H -4.23 2.48 1.86
H -5.89 1.96 3.50
H -5.90 -0.23 4.67
H -4.15 -1.88 4.13
N 6.17 2.49 2.29
C 6.21 1.17 2.01
S 7.57 0.27 2.09
C 4.89 0.55 1.68
C 4.84 -0.53 0.80
C 3.64 -1.11 0.49
N 2.49 -0.65 1.05
C 2.51 0.38 1.91
C 3.70 1.00 2.23
H 7.03 2.95 2.53
H 5.37 3.06 2.09
H 5.76 -0.91 0.36
H 3.53 -1.93 -0.20
H 1.55 0.67 2.30
H 3.67 1.80 2.96
F -0.79 -7.46 -2.90
C -0.51 -6.35 -3.59
F 0.57 -6.62 -4.35
F -1.54 -6.11 -4.41
C -0.24 -5.19 -2.67
C 0.54 -5.39 -1.54
C 0.83 -4.33 -0.70
C 0.33 -3.06 -1.00
C -0.46 -2.86 -2.13
C -0.73 -3.93 -2.97
C 0.61 -1.95 -0.11
C 1.27 -1.20 0.66
H 0.91 -6.38 -1.31
H 1.43 -4.48 0.18
H -0.85 -1.88 -2.34
H -1.34 -3.78 -3.86
*
```


4.
C29H22IrN4O5S | the ωB97M-V functional and the def2-TZVPD basis

Computed properties:
ΔE to the lowest compared entry with this formula, charge and spin: 51.3 kcal/mol
⟨S²⟩: 8.825
E: -60277.632 eV
Gap between HOMO and LUMO (spin up / spin down): 6.04 / 4.09 eV

ORCA input file:
```
! RIJCOSX wB97M-V def2-TZVPD def2/J DEFGRID3
* xyz 2 6
Ir -0.11 -0.66 0.25
C -4.53 1.53 -1.06
O -3.11 1.46 -0.78
C -2.55 2.39 -0.02
C -3.09 3.68 -0.01
C -2.51 4.66 0.76
C -1.45 4.39 1.66
C -1.08 3.07 1.81
C -1.49 2.14 0.85
N -0.44 1.34 0.21
N 0.38 2.17 -0.26
C 1.67 1.97 -0.32
C 2.33 0.68 -0.28
O 1.74 -0.15 0.56
C 3.58 0.51 -0.81
C 4.31 1.61 -1.13
C 3.90 2.99 -0.82
C 4.62 4.15 -0.79
C 4.03 5.42 -0.66
C 2.61 5.57 -0.48
C 1.86 4.40 -0.46
C 2.47 3.15 -0.50
H -4.72 2.24 -1.85
H -5.08 1.83 -0.11
H -4.89 0.55 -1.44
H -3.96 3.90 -0.69
H -2.86 5.72 0.74
H -1.02 5.22 2.17
H -0.23 2.83 2.46
H 3.93 -0.50 -0.90
H 5.32 1.60 -1.39
H 5.70 4.18 -0.98
H 4.62 6.32 -0.86
H 2.10 6.49 -0.54
H 0.81 4.47 -0.46
O 2.96 -2.46 -0.38
C 1.93 -3.00 0.01
N 0.57 -2.59 0.08
S -0.41 -4.00 0.18
O -1.31 -3.82 1.32
O -0.93 -4.29 -1.13
C 0.83 -5.09 0.58
C 0.74 -6.42 0.83
C 1.97 -7.16 0.86
C 3.13 -6.48 0.58
C 3.27 -5.08 0.49
C 2.00 -4.43 0.51
H -0.21 -6.97 0.76
H 2.03 -8.19 1.11
H 4.00 -7.14 0.48
H 4.19 -4.52 0.64
C -4.47 -2.38 -0.12
C -3.52 -2.54 -1.13
C -2.28 -1.87 -1.06
N -2.01 -1.11 0.02
C -2.98 -0.80 0.96
C -4.20 -1.46 0.94
H -5.38 -3.01 -0.08
H -3.63 -3.24 -1.91
H -1.48 -2.04 -1.77
H -2.79 -0.04 1.65
H -4.92 -1.22 1.71
*
```


5.
C29H22N15O2OsS2 | the ωB97M-V functional and the def2-TZVPD basis

Computed properties:
ΔE to the lowest compared entry with this formula, charge and spin: 10.6 kcal/mol
⟨S²⟩: 6.053
E: -80985.401 eV
Gap between HOMO and LUMO (spin up / spin down): 7.43 / 4.35 eV

ORCA input file:
```
! RIJCOSX wB97M-V def2-TZVPD def2/J DEFGRID3
* xyz 3 5
Os -0.70 -1.98 -1.48
C 4.60 -0.38 -0.74
N 3.40 -1.02 -1.26
C 2.25 -1.27 -0.63
N 1.35 -1.69 -1.52
C 2.04 -1.70 -2.70
N 3.27 -1.28 -2.56
C 4.41 1.13 -0.73
C 5.20 1.98 -1.51
C 4.97 3.35 -1.54
C 3.93 3.90 -0.82
C 3.12 3.06 -0.05
C 3.38 1.68 0.02
C 1.99 3.59 0.64
N 1.62 4.87 0.71
N 0.49 4.92 1.38
C 0.16 3.68 1.73
O 1.09 2.80 1.27
C -1.00 3.26 2.44
C -1.97 4.22 2.81
C -3.10 3.79 3.47
C -3.28 2.44 3.76
C -2.33 1.49 3.39
C -2.55 0.02 3.71
N -1.85 -0.83 2.77
C -2.03 -0.90 1.45
N -1.07 -1.65 0.92
C -0.31 -2.03 2.00
N -0.76 -1.53 3.12
C -1.18 1.90 2.74
H 5.42 -0.65 -1.41
H 4.82 -0.76 0.26
H 2.08 -1.18 0.43
H 1.63 -2.02 -3.65
H 6.01 1.56 -2.10
H 5.61 3.99 -2.13
H 3.72 4.96 -0.85
H 2.77 1.06 0.67
H -1.81 5.26 2.58
H -3.85 4.51 3.77
H -4.18 2.13 4.28
H -3.62 -0.22 3.69
H -2.17 -0.22 4.70
H -2.82 -0.42 0.91
H 0.54 -2.67 1.94
H -0.40 1.20 2.48
N -3.24 -4.42 -1.70
C -3.60 -3.15 -1.74
N -2.74 -2.13 -1.69
C -3.40 -0.90 -1.74
C -4.74 -0.99 -1.83
S -5.26 -2.64 -1.85
C -2.55 0.28 -1.78
C -2.90 1.58 -1.75
S -1.53 2.59 -1.99
C -0.53 1.19 -2.12
N -1.18 0.05 -1.94
N 0.80 1.30 -2.33
H -2.27 -4.67 -1.57
H -3.93 -5.16 -1.73
H -5.46 -0.19 -1.90
H -3.88 2.01 -1.62
H 1.14 2.23 -2.56
H 1.28 0.56 -2.83
O -0.42 -3.90 -1.26
N 0.78 -4.46 -1.14
C 0.87 -5.61 -0.61
C -0.27 -6.29 -0.07
N -1.26 -6.70 0.34
C 2.17 -6.21 -0.52
N 3.21 -6.69 -0.42
*
```


6.
C29H22N3O2PPdSe | the ωB97M-V functional and the def2-TZVPD basis

Computed properties:
ΔE to the lowest compared entry with this formula, charge and spin: 11.1 kcal/mol
E: -117110.211 eV
Gap between HOMO and LUMO (spin up / spin down): 6.03 / 6.03 eV

ORCA input file:
```
! RIJCOSX wB97M-V def2-TZVPD def2/J DEFGRID3
* xyz 0 1
Pd 0.16 0.31 1.04
O 3.76 1.52 -0.77
C 2.73 1.30 -0.16
O 2.34 0.26 0.44
C 1.71 2.44 -0.13
C 2.17 3.77 -0.17
C 1.27 4.78 -0.08
C -0.11 4.49 -0.07
C -1.11 5.49 -0.04
C -2.43 5.17 -0.11
C -2.82 3.82 -0.23
C -1.88 2.83 -0.25
C -0.51 3.14 -0.13
N 0.43 2.13 -0.09
H 3.24 3.94 -0.24
H 1.60 5.81 -0.03
H -0.80 6.53 0.04
H -3.18 5.94 -0.08
H -3.87 3.57 -0.32
H -2.15 1.79 -0.38
N -2.78 -0.42 0.37
C -2.88 -1.48 -0.51
C -4.09 -1.73 -1.15
C -4.24 -2.81 -2.00
C -3.17 -3.67 -2.23
C -1.97 -3.43 -1.59
C -1.79 -2.36 -0.71
P -0.10 -2.00 -0.07
C 0.68 -3.65 -0.19
C 1.40 -3.95 -1.35
C 1.92 -5.22 -1.54
C 1.74 -6.20 -0.57
C 1.05 -5.90 0.60
C 0.52 -4.63 0.79
C -0.21 -1.87 1.75
C 1.02 -1.67 2.41
C 1.10 -1.74 3.80
C -0.04 -1.99 4.53
C -1.28 -2.17 3.89
C -1.38 -2.11 2.52
H -1.85 -0.02 0.49
H -3.55 0.23 0.42
H -4.92 -1.05 -0.98
H -5.19 -2.98 -2.50
H -3.28 -4.52 -2.89
H -1.14 -4.11 -1.77
H 1.55 -3.18 -2.10
H 2.47 -5.45 -2.45
H 2.14 -7.19 -0.72
H 0.92 -6.65 1.36
H -0.02 -4.41 1.70
H 1.92 -1.55 1.82
H 2.05 -1.59 4.30
H 0.01 -2.01 5.61
H -2.17 -2.37 4.48
H -2.32 -2.26 2.03
Se -1.01 1.68 2.70
C -0.35 1.13 4.31
N 0.05 0.86 5.36
*
```